# 1
The following is a DFT calculation (wB97M-V/def2-TZVPD) of a structure of composition C20H32N6O7V in a non-equilibrium geometry.

Values from the calculation:
Net charge ... +1
Spin multiplicity ... 3
Expectation value of S² ... 2.230
DFT total energy ... -2579.89415 hartree
E_LUMO (spin up / spin down) ... -5.09 / -4.93 eV
Energy relative to the best compared isomer or geometry (same formula, charge and spin) ... 533.3 kJ/mol

Structure (XYZ):
```
66
Properties=species:S:1:pos:R:3:forces:R:3
O -2.75370 -7.00925 -0.42416 1.110 1.634 0.492
H -2.20011 -6.18816 -0.16934 -1.133 -1.660 -0.502
V -0.66694 -1.93079 0.37860 -2.888 5.503 -1.129
N -0.05680 -0.84613 1.88461 -0.621 1.454 3.185
N -2.48871 -1.45077 1.14078 -0.710 1.213 2.052
N 0.77955 -1.22134 -0.68869 1.918 0.804 -4.038
N -1.58821 -1.91817 -1.44757 0.545 1.100 -3.385
O 1.21823 -0.52823 2.18533 -1.475 -1.077 -1.245
O 1.97923 -0.69211 -0.23136 -2.115 -1.248 0.790
O -2.92801 -1.85266 -1.75184 1.584 -0.451 1.243
O -3.70227 -1.46638 0.58937 1.596 -0.498 -0.222
C -2.37390 -0.84695 2.34803 -0.696 -0.974 -2.266
C -1.03461 -0.60855 2.81195 2.601 -0.559 -1.989
C 0.62172 -1.32452 -2.03828 1.047 0.534 3.743
C -0.72729 -1.65625 -2.45774 -2.752 -0.784 1.965
C -0.62942 -0.09436 4.13671 -0.659 0.051 0.162
H -0.25318 0.92981 4.00483 0.002 -0.402 0.300
H 0.16089 -0.73916 4.54994 -0.151 0.362 -0.118
H -1.51653 -0.10538 4.78793 0.578 0.140 -0.002
C -3.60145 -0.31794 2.98667 0.202 0.111 0.444
H -4.36024 -1.11002 3.06143 0.142 0.348 -0.090
H -3.99585 0.51325 2.37776 0.026 -0.371 0.159
H -3.33615 0.05236 3.98258 -0.387 -0.014 -0.211
C 1.71777 -0.94344 -2.95737 -0.082 -0.182 -0.425
C -1.18212 -1.53584 -3.86413 0.014 0.020 -0.284
H 2.69138 -1.15250 -2.49370 -0.341 0.142 -0.155
H 1.63757 0.13898 -3.17207 0.125 -0.377 0.025
H 1.60336 -1.51165 -3.89837 0.218 0.428 0.377
H -2.15307 -2.04083 -3.97350 0.414 0.251 -0.053
H -0.42480 -1.99457 -4.52880 -0.502 0.313 0.194
H -1.29747 -0.46197 -4.11961 0.063 -0.585 -0.001
H 1.73954 -0.69108 0.88361 0.610 0.632 -0.420
H -3.36894 -1.72592 -0.72582 -0.140 -0.040 -0.384
C 0.08872 -3.21088 1.21399 0.201 -4.134 -2.522
H -1.01044 -3.41678 1.39445 0.021 -0.595 0.687
H -0.01265 -3.47961 -0.15446 0.329 0.036 2.340
H 0.74964 -3.96414 1.52142 1.080 -0.732 1.305
O 2.20932 -5.11818 2.95236 -0.656 0.977 0.353
H 2.91131 -5.54592 2.48007 0.672 -0.336 -0.277
H 2.58574 -4.29973 3.32123 -0.044 -0.549 -0.158
C 1.84949 3.95834 -1.85912 0.194 0.305 -0.144
N 0.79391 2.96737 -1.85309 0.500 0.735 -0.988
N 0.37795 2.37935 -0.71059 -0.657 -0.656 0.765
C -0.80045 1.67729 -0.95194 -0.083 -0.550 0.477
O -1.35585 0.96210 -0.08142 0.386 -0.039 -0.572
C -1.10125 1.93030 -2.33063 0.022 -0.106 0.145
C -0.11656 2.74869 -2.83270 0.042 -0.343 0.615
C 0.03374 3.34276 -4.17981 -0.132 0.092 -0.650
C 1.10344 2.42590 0.51289 -0.008 -0.229 0.315
C 0.39053 2.65235 1.69576 0.107 0.160 -0.250
C 1.07737 2.68759 2.90487 0.321 -0.020 -0.228
C 2.46231 2.47808 2.92818 -0.083 -0.055 0.030
C 3.15689 2.21102 1.74361 -0.161 0.053 0.131
C 2.47316 2.16740 0.53084 -0.062 0.101 0.124
H 1.90912 4.36167 -2.87131 -0.024 -0.023 0.211
H 2.81259 3.50546 -1.61436 -0.182 0.206 -0.063
H 1.64430 4.77970 -1.16015 -0.005 -0.238 -0.113
H -1.96704 1.54275 -2.84375 0.043 0.106 0.011
H -0.15544 4.42744 -4.17997 0.086 -0.325 0.058
H 1.03261 3.16459 -4.60260 -0.261 0.066 0.128
H -0.70230 2.88105 -4.85005 0.208 0.171 0.155
H -0.69025 2.79611 1.64000 0.368 -0.002 0.064
H 0.52583 2.87802 3.82753 0.265 0.036 -0.259
H 2.99450 2.49812 3.88373 -0.166 0.019 -0.391
H 4.23148 2.01909 1.75688 -0.345 0.075 0.068
H 2.98879 1.92326 -0.39963 -0.123 -0.024 0.421
```
Positions in Å, forces in eV/Å.

# 2
The following is a DFT calculation (wB97M-V/def2-TZVPD) of a cluster of 2 separate species, C20H33BN2O7S2 in total in a non-equilibrium geometry.

Values from the calculation:
SMILES ... COCCCCCCCCc1cc(B(C)O)c(COC)c2nsnc12.O=S1(=O)OCCO1
Spin multiplicity ... 1
DFT total energy ... -2238.75951 hartree
E_LUMO ... -1.55 eV

Structure (XYZ):
```
65
Properties=species:S:1:pos:R:3:forces:R:3
C -1.89608 2.80458 2.41028 0.523 0.027 1.133
O -2.30000 1.39991 2.20269 -0.596 2.090 -1.665
C -3.30967 1.27662 1.13735 -0.422 -1.196 -0.696
C -3.01324 -0.18164 0.38887 -0.977 0.324 0.266
C -3.58195 -0.18934 -1.18056 -0.001 -1.190 0.453
C -2.61253 -1.14991 -2.12781 -0.184 0.513 0.037
C -1.90189 -0.26179 -3.35016 0.277 -1.495 0.242
C -0.44254 -0.99326 -3.63345 -0.688 -0.016 -0.872
C 0.50701 -0.17970 -4.70012 0.391 -0.139 -0.853
C 2.06269 -0.78977 -4.76194 -0.567 -0.191 1.283
C 2.73528 -0.60097 -3.27737 2.027 2.011 2.818
C 3.38086 0.81707 -2.74605 -1.151 -3.964 0.854
C 4.02042 1.01122 -1.21293 -1.848 -4.661 -0.208
B 4.58327 2.50515 -0.81884 -1.071 1.336 -0.492
C 5.98013 2.85254 -0.02384 -0.488 0.100 0.792
O 3.76312 3.68525 -1.26019 3.818 -1.440 0.399
C 4.00369 -0.28208 -0.20523 -0.190 0.997 -2.600
C 4.56564 -0.21414 1.33341 -0.130 -0.661 0.173
O 3.43316 -0.41517 2.29641 0.556 2.059 -1.609
C 2.46508 0.68003 2.07219 -0.728 0.645 -0.451
C 3.38887 -1.75404 -0.69388 -0.290 -0.269 -0.497
N 3.34021 -3.04823 0.13879 -1.331 3.311 -6.010
S 2.58102 -4.19035 -0.99082 0.766 4.414 -0.832
N 2.23495 -3.26854 -2.47368 2.877 3.799 3.881
C 2.76685 -1.86657 -2.20694 -0.077 -1.526 1.071
H -2.52395 3.19381 3.33841 1.329 -0.362 -2.045
H -2.01150 3.48925 1.46674 -0.017 -1.430 1.763
H -0.74671 2.79974 2.70123 -2.437 -0.026 -0.529
H -3.26829 2.11496 0.31806 0.324 -1.350 1.680
H -4.40449 1.32960 1.60069 2.228 -0.266 -0.909
H -1.86286 -0.43339 0.44187 -2.293 0.784 -0.161
H -3.59342 -1.00680 1.01254 1.388 1.645 -1.419
H -4.64248 -0.72937 -1.15054 2.108 1.624 -0.144
H -3.65115 0.91046 -1.62850 0.058 -2.428 0.995
H -3.22059 -2.05733 -2.59318 1.227 2.041 0.932
H -1.80539 -1.63712 -1.41692 -1.447 1.069 -1.576
H -1.81170 0.88030 -3.07521 -0.067 -2.356 -0.465
H -2.57070 -0.39559 -4.30976 1.325 0.550 1.861
H 0.06292 -1.22698 -2.60412 -0.723 0.668 -2.072
H -0.70346 -2.03865 -4.14692 0.678 2.135 1.237
H 0.08296 -0.31239 -5.80793 0.711 0.229 2.434
H 0.54703 0.98613 -4.52086 -0.070 -2.386 -0.042
H 2.70734 -0.28745 -5.61793 -1.351 -0.986 1.983
H 1.96378 -1.95106 -4.95177 0.373 2.384 0.337
H 3.36081 1.74064 -3.48832 0.075 -2.171 1.801
H 5.66183 3.40992 0.98253 0.749 -1.105 -2.062
H 6.59140 3.62457 -0.65659 -0.803 -1.586 1.250
H 6.56515 1.88528 0.27956 -0.791 2.081 -0.778
H 4.45845 4.43049 -1.33618 -1.897 -1.484 0.392
H 5.34877 -1.08346 1.54943 -1.931 1.725 -0.627
H 5.09249 0.78790 1.62950 -1.074 -1.678 -1.009
H 2.99841 1.62730 1.58485 -1.139 -1.972 1.040
H 1.63536 0.29651 1.32970 1.597 0.883 1.380
H 1.93022 1.05140 3.06021 1.370 -1.151 -1.822
C -4.10904 -0.64139 4.48948 0.020 0.411 0.665
C -3.86332 -1.76890 5.48852 0.677 0.218 -0.195
O -4.90429 -2.71323 5.24893 -0.624 0.247 -0.886
S -5.29523 -2.68057 3.66573 -0.145 -0.353 -0.218
O -4.59335 -3.75869 3.00532 -1.152 1.416 0.648
O -6.72154 -2.48324 3.55126 1.811 -0.519 0.089
O -4.54594 -1.28175 3.29187 -0.223 -1.081 0.238
H -4.90965 0.02178 4.83268 0.076 -0.051 0.020
H -3.20684 -0.05360 4.30026 -0.166 -0.187 -0.268
H -3.88911 -1.42095 6.52391 -0.232 -0.183 -0.170
H -2.90631 -2.26500 5.29530 -0.037 0.125 0.036
```
Positions in Å, forces in eV/Å.

# 3
The following is a DFT calculation (wB97M-V/def2-TZVPD) of a structure of composition C20H33Br3O11S in a non-equilibrium geometry.

Values from the calculation:
Spin multiplicity ... 1
DFT total energy ... -9729.67859 hartree
E_LUMO ... -0.98 eV
Energy relative to the best compared isomer or geometry (same formula, charge and spin) ... 199.0 kJ/mol

Structure (XYZ):
```
68
Properties=species:S:1:pos:R:3:forces:R:3
O 23.13138 -15.40040 -6.79594 0.417 0.100 0.338
C 22.02385 -14.98682 -6.95149 0.248 -0.669 -0.571
O 21.04896 -15.14116 -6.06724 -0.260 -0.036 1.973
C 19.78177 -14.76578 -6.55930 -1.441 -1.197 0.269
C 19.93827 -14.52674 -8.02885 0.392 0.469 -0.465
C 21.45489 -14.33518 -8.14769 -0.358 0.831 -1.134
H 19.26611 -13.94807 -6.05577 0.884 0.422 0.423
H 19.10858 -15.60355 -6.37746 0.066 -0.169 0.028
H 19.38393 -13.61603 -8.25560 0.000 -0.211 -0.627
H 19.59074 -15.37904 -8.61272 -0.053 0.195 -0.022
H 21.69236 -13.27632 -8.04517 0.150 0.144 -0.202
H 21.92495 -14.71278 -9.05574 -0.115 0.081 0.069
O 17.29358 -21.56231 -10.45978 0.573 -0.133 -0.210
C 17.86734 -21.45124 -11.51605 0.552 -0.511 3.564
O 17.22903 -21.06945 -12.56248 -0.629 0.814 -4.017
C 18.14486 -20.96469 -13.67673 1.694 -0.072 -0.655
C 19.49094 -21.63565 -13.25035 -0.915 0.623 -1.847
C 19.33260 -21.69409 -11.80138 0.583 -1.024 1.780
H 18.44725 -19.94016 -13.89356 -0.880 0.378 0.262
H 17.86256 -21.41050 -14.63049 -1.065 -0.017 0.447
H 20.27470 -20.96857 -13.60927 0.252 -0.413 0.071
H 19.57645 -22.62790 -13.69332 0.164 0.138 -0.063
H 19.99348 -21.02509 -11.25022 -0.321 0.112 0.165
H 19.56012 -22.70777 -11.47156 0.003 0.119 0.487
O 16.38742 -15.30398 -8.03779 -0.215 2.834 0.129
C 16.17840 -14.09241 -8.20689 1.139 -3.132 1.222
O 15.82908 -13.65676 -9.37829 -1.417 0.249 -2.687
C 15.53449 -12.25324 -9.37252 -0.886 -0.004 -2.039
C 16.35200 -11.74812 -8.28631 0.323 1.926 0.360
C 16.28739 -12.89698 -7.29624 0.423 0.670 0.410
H 14.48179 -11.98704 -9.27730 -0.462 -0.959 0.758
H 15.68123 -11.79209 -10.34920 0.899 -0.509 -0.209
H 15.86627 -10.80723 -8.02767 0.266 0.017 0.902
H 17.32984 -11.45263 -8.66660 0.330 -0.478 0.332
H 15.33478 -12.80065 -6.77532 0.149 -0.213 0.496
H 17.15318 -12.89794 -6.63403 -0.393 -0.397 0.215
O 19.29986 -11.94537 -16.58438 0.281 -2.477 -0.011
C 19.49577 -13.14255 -16.42213 0.053 2.016 0.836
O 19.21786 -14.08731 -17.34226 -1.311 0.940 -1.397
C 19.53613 -15.40589 -16.94767 1.625 0.416 2.223
C 19.54051 -15.25697 -15.40264 0.526 -0.104 -0.856
C 20.13045 -13.83731 -15.21153 -1.015 -1.066 -0.077
H 20.57771 -15.51020 -17.25152 -0.026 -0.798 -0.358
H 18.88866 -16.21251 -17.29153 -0.147 0.612 -0.430
H 20.07313 -16.05887 -14.89140 -0.130 0.048 0.037
H 18.48854 -15.22461 -15.11909 0.025 -0.123 0.457
H 21.21140 -13.74317 -15.31537 0.087 -0.305 0.008
H 19.83372 -13.53737 -14.20650 0.014 0.849 -0.434
O 11.99602 -12.76785 -13.39906 -0.967 -0.598 0.279
S 11.32982 -13.79820 -12.62999 -0.179 -0.402 0.760
O 9.91535 -13.64307 -12.16362 4.024 -0.899 -1.543
O 11.54546 -15.24794 -13.40144 -0.646 0.955 -0.081
C 12.72014 -15.45883 -14.25697 -0.030 -0.010 -0.546
C 12.54747 -16.69973 -15.13448 -0.319 -0.695 0.773
C 12.44447 -14.15651 -11.21995 -1.074 0.095 -0.216
H 13.59569 -15.61433 -13.62663 -0.055 0.113 0.188
H 12.92342 -14.61733 -14.91928 -0.384 0.349 0.387
H 13.30937 -16.75782 -15.91181 0.013 0.355 0.022
H 11.56592 -16.83039 -15.59009 -0.009 0.532 -0.053
H 12.68114 -17.59733 -14.53070 0.025 -0.057 0.116
H 13.45388 -14.46105 -11.49644 -0.214 0.154 -0.553
H 11.97228 -14.99011 -10.70009 0.010 0.291 0.315
H 12.49954 -13.22924 -10.64965 -0.184 -0.212 0.192
C 17.80932 -15.80455 -11.38413 -0.538 -0.330 -1.428
Br 16.20727 -15.13370 -12.48998 1.416 -0.429 1.144
Br 19.29042 -14.56062 -11.52999 -0.513 -0.466 -0.029
Br 18.23217 -17.61667 -12.11633 -0.100 1.176 0.603
H 17.55980 -15.91664 -10.32902 -0.354 0.095 -0.280
```
Positions in Å, forces in eV/Å.